[1]
ORCA calculation (wB97M-V/def2-TZVPD) on the molecule C21H28N4O4.

```
! wB97M-V def2-TZVPD RIJCOSX def2/J DEFGRID3
* xyz 0 1
C 6.646 1.200 0.651
O 6.867 0.397 -0.483
C 7.330 -0.904 -0.188
C 6.224 -1.976 -0.210
C 5.063 -1.605 0.699
O 5.115 -1.851 1.893
N 3.977 -1.017 0.147
C 3.789 -0.586 -1.219
H 4.688 -0.752 -1.806
C 3.454 0.907 -1.276
H 3.239 1.180 -2.309
H 4.312 1.483 -0.933
C 2.243 1.241 -0.402
C 2.487 0.726 1.022
H 1.600 0.876 1.638
C 2.818 -0.763 0.980
H 3.038 -1.139 1.980
H 1.963 -1.310 0.566
H 3.315 1.283 1.461
H 2.097 2.331 -0.396
O 1.121 0.610 -0.999
C -0.140 0.984 -0.662
C -0.484 2.015 0.206
C -1.816 2.295 0.442
C -2.833 1.560 -0.156
C -2.484 0.533 -1.032
C -1.159 0.253 -1.281
H -0.878 -0.533 -1.963
H -3.241 -0.043 -1.543
C -4.236 1.941 0.167
O -4.521 3.018 0.662
N -5.177 1.017 -0.144
H -4.923 0.061 -0.369
C -6.558 1.189 0.225
H -7.187 1.192 -0.673
H -6.645 2.156 0.728
C -7.008 0.058 1.160
N -6.993 -1.205 0.469
C -8.026 -2.035 0.235
C -7.535 -3.100 -0.485
C -6.174 -2.815 -0.643
N -5.864 -1.671 -0.063
H -5.421 -3.388 -1.147
H -8.072 -3.954 -0.842
H -9.015 -1.821 0.589
H -8.022 0.241 1.519
H -6.325 0.009 2.014
H -2.093 3.101 1.106
H 0.269 2.611 0.698
H 2.957 -1.153 -1.655
H 6.653 -2.895 0.192
H 5.899 -2.163 -1.231
H 8.074 -1.152 -0.953
H 7.820 -0.915 0.792
H 5.899 0.766 1.322
H 6.297 2.165 0.285
H 7.576 1.349 1.214
*
```

Results
**SMILES string**: COCCC(=O)N1CCC(Oc2ccc(C(=O)NCCn3cccn3)cc2)CC1

Charge distribution, Löwdin scheme, values in e:
1. C -0.108
2. O -0.189
3. C -0.205
4. C -0.067
5. C -0.470
6. O 0.045
7. N -0.039
8. C -0.130
9. H 0.113
10. C -0.087
11. H 0.127
12. H 0.108
13. C -0.320
14. C -0.091
15. H 0.115
16. C -0.118
17. H 0.123
18. H 0.136
19. H 0.124
20. H 0.147
21. O -0.021
22. C -0.251
23. C -0.006
24. C -0.005
25. C -0.137
26. C -0.019
27. C 0.006
28. H 0.118
29. H 0.110
30. C -0.451
31. O 0.050
32. N 0.056
33. H 0.081
34. C -0.152
35. H 0.126
36. H 0.120
37. C -0.105
38. N -0.168
39. C -0.072
40. C -0.068
41. C -0.145
42. N 0.055
43. H 0.099
44. H 0.088
45. H 0.117
46. H 0.125
47. H 0.135
48. H 0.120
49. H 0.107
50. H 0.133
51. H 0.126
52. H 0.104
53. H 0.124
54. H 0.125
55. H 0.080
56. H 0.088
57. H 0.093



[2]
ORCA calculation (wB97M-V/def2-TZVPD) on the molecule C21H29N3O5.

```
! wB97M-V def2-TZVPD RIJCOSX def2/J DEFGRID3
* xyz 0 1
C 2.192 4.459 1.072
H 3.171 3.983 1.161
H 2.205 5.127 0.210
H 1.952 5.006 1.980
O 1.176 3.477 0.921
C 1.217 2.755 -0.208
O 2.066 2.904 -1.050
C 0.026 1.810 -0.320
C 0.232 0.879 -1.521
H 0.401 1.508 -2.397
H 1.127 0.271 -1.395
C -0.975 -0.039 -1.740
N -2.200 0.637 -1.371
C -3.192 0.056 -0.651
O -4.130 0.676 -0.200
O -2.989 -1.267 -0.540
C -3.847 -2.078 0.294
C -5.279 -2.070 -0.240
H -5.694 -1.068 -0.178
H -5.893 -2.747 0.347
H -5.290 -2.392 -1.279
C -3.794 -1.581 1.739
H -4.208 -0.578 1.805
H -4.370 -2.244 2.377
H -2.762 -1.565 2.085
C -3.237 -3.476 0.190
H -3.794 -4.173 0.808
H -3.260 -3.816 -0.842
H -2.201 -3.451 0.520
C -2.193 2.065 -1.560
C -1.181 2.742 -0.622
H -0.832 3.662 -1.095
H -1.661 3.013 0.318
H -3.199 2.436 -1.360
H -1.940 2.269 -2.605
H -0.884 -0.939 -1.132
H -1.020 -0.341 -2.794
C -0.237 1.081 1.012
C 0.730 -0.021 1.460
H 0.497 -0.236 2.513
C 2.236 0.211 1.277
C 2.611 -1.025 0.489
N 1.604 -1.767 0.235
O 0.465 -1.255 0.747
C 3.949 -1.346 0.034
C 5.025 -0.491 0.271
C 6.277 -0.863 -0.190
N 6.513 -1.988 -0.842
C 5.492 -2.799 -1.070
C 4.198 -2.533 -0.660
H 3.386 -3.213 -0.860
H 5.730 -3.706 -1.609
H 7.139 -0.229 -0.028
H 4.894 0.443 0.795
H 2.767 0.260 2.227
H 2.462 1.109 0.703
H -1.225 0.623 0.967
H -0.254 1.835 1.801
*
```

Results
**SMILES string**: COC(=O)C1(C[C@@H]2CC(c3ccncc3)=NO2)CCN(C(=O)OC(C)(C)C)CC1

Charge distribution, Löwdin scheme, values in e:
1. C -0.034
2. H 0.097
3. H 0.100
4. H 0.095
5. O -0.040
6. C -0.500
7. O 0.127
8. C -0.323
9. C -0.078
10. H 0.127
11. H 0.118
12. C -0.111
13. N -0.039
14. C -0.538
15. O 0.081
16. O 0.026
17. C -0.569
18. C -0.018
19. H 0.078
20. H 0.088
21. H 0.091
22. C -0.016
23. H 0.080
24. H 0.089
25. H 0.085
26. C -0.017
27. H 0.088
28. H 0.087
29. H 0.086
30. C -0.114
31. C -0.067
32. H 0.130
33. H 0.127
34. H 0.126
35. H 0.132
36. H 0.111
37. H 0.133
38. C -0.045
39. C -0.237
40. H 0.152
41. C -0.028
42. C -0.234
43. N 0.129
44. O -0.092
45. C -0.160
46. C -0.005
47. C -0.145
48. N 0.055
49. C -0.142
50. C -0.003
51. H 0.109
52. H 0.105
53. H 0.105
54. H 0.107
55. H 0.133
56. H 0.105
57. H 0.125
58. H 0.131



[3]
ORCA calculation (wB97M-V/def2-TZVPD) on the molecule C2H4N2O2.

```
! wB97M-V def2-TZVPD RIJCOSX def2/J DEFGRID3
* xyz 0 1
C 0.254 0.026 -0.289
N 1.532 0.493 -0.318
O -0.496 0.512 0.863
O -0.401 0.223 -1.453
C -1.208 -0.561 1.225
N -2.161 -1.048 1.688
H -1.267 -0.206 -1.429
H 0.003 -1.183 0.150
H 2.009 0.538 0.569
H 1.735 1.206 -1.006
*
```

Results
**SMILES string**: N#CO[C@H](N)O

Charge distribution, Löwdin scheme, values in e:
1. C -0.565
2. N 0.145
3. O 0.021
4. O 0.077
5. C -0.391
6. N 0.183
7. H 0.123
8. H 0.186
9. H 0.110
10. H 0.112



[4]
ORCA calculation (wB97M-V/def2-TZVPD) on a cluster of 2 separate species, CH6OS in total.

```
! wB97M-V def2-TZVPD RIJCOSX def2/J DEFGRID3
* xyz 0 1
C -0.983 1.204 -1.488
S -0.155 -0.341 -1.645
H -1.975 1.088 -0.943
H -0.513 2.059 -0.960
H -1.124 1.499 -2.486
H 0.977 0.039 -1.091
H 0.653 -2.073 3.345
H 1.571 -1.351 2.368
O 1.550 -2.124 2.900
*
```

Results
**SMILES string**: CS.O

Charge distribution, Löwdin scheme, values in e:
1. C -0.550
2. S 0.647
3. H 0.049
4. H 0.049
5. H -0.017
6. H -0.178
7. H 0.070
8. H -0.002
9. O -0.069



For reference, energy relative to the best compared isomer or geometry (same formula, charge and spin) by record: 330.55; 257.34; 363.05; 40.35 kJ/mol.
For reference, HOMO-LUMO gap by record: 9.362; 9.183; 10.815; 9.806 eV.
For reference, F_max by record: 0.7; 1.1; 4.6; 2.8 eV/Å.